## P
DFT (wB97M-V/def2-TZVPD) results for C5H7N3 as an isolated structure.

Structure (XYZ):
```
15
Properties=species:S:1:pos:R:3:lowdin_charge:R:1
N 2.935 -0.204 -0.497 0.15
N -0.697 0.404 -0.561 -0.10
N 1.372 1.664 -0.203 0.10
C 1.952 0.526 -0.385 -0.33
C 0.136 1.237 0.228 -0.14
C -2.132 0.348 -0.314 -0.05
C 0.184 -0.510 -0.029 -0.26
C 0.102 -1.756 0.429 0.04
H -0.341 1.771 1.053 0.15
H -2.555 -0.432 -0.946 0.09
H -2.584 1.302 -0.581 0.09
H 0.977 -2.231 0.851 0.05
H -2.355 0.104 0.734 0.09
H 3.799 0.137 -0.082 0.08
H -0.792 -2.361 0.303 0.05
```

net charge = 0
orbital gap = 0.3255 Eh



## Q
DFT (wB97M-V/def2-TZVPD) results for one molecule with the formula C5H7N3.

Structure (XYZ):
```
15
Properties=species:S:1:pos:R:3:lowdin_charge:R:1
N -1.435 0.553 0.815 0.06
N 0.490 -0.936 1.646 -0.02
N 0.287 -0.517 2.847 0.01
C -0.299 -0.254 0.567 -0.26
C 0.233 -0.061 -0.733 -0.31
C -1.460 1.516 -0.229 -0.08
C 1.275 -0.829 -1.432 -0.12
C -0.677 0.965 -1.243 -0.06
H 1.043 -1.963 -1.818 0.11
H -1.707 0.322 1.754 0.12
H -0.328 1.248 -2.268 0.11
H 1.064 -1.024 3.486 0.10
H 2.265 -0.873 -0.578 0.14
H -2.390 2.013 -0.373 0.09
H 1.640 -0.158 -2.442 0.12
```

SMILES string = [H]/N=N/c1[nH]ccc1C
net charge = 0
orbital gap = 0.3124 Eh



Verdict on stability: Q comes out on top.



## P
DFT (wB97M-V/def2-TZVPD) results for one molecule with the formula C3H9NP2.

Structure (XYZ):
```
15
Properties=species:S:1:pos:R:3:lowdin_charge:R:1
P -0.723 0.473 -0.537 0.64
P -0.859 1.254 1.409 0.59
N -1.444 -0.271 2.008 -0.34
C 1.558 -0.462 -1.767 -0.22
C 1.063 -0.301 -0.313 -0.50
C -2.537 0.697 1.758 -0.53
H 0.894 -1.181 0.306 0.05
H -3.129 1.092 2.648 0.07
H 1.243 -1.391 -2.271 0.07
H 1.498 0.462 -2.319 0.04
H 1.756 0.331 0.157 0.03
H 2.641 -0.691 -1.644 0.07
H -3.311 0.468 0.939 0.07
H -0.147 1.583 -1.247 -0.10
H -1.370 -0.408 3.005 0.04
```

SMILES string = CC[PH]#P1CN1
net charge = 0
orbital gap = 0.3531 Eh



## Q
DFT (wB97M-V/def2-TZVPD) results for a 2-piece molecular cluster, C3H9NP2 overall.

Structure (XYZ):
```
15
Properties=species:S:1:pos:R:3:lowdin_charge:R:1
P 0.868 1.082 -2.468 0.67
P 0.955 0.290 0.964 0.74
N -0.397 0.808 1.970 -0.27
C -1.362 -1.323 1.840 -0.14
C -1.442 0.106 2.152 -0.32
C 1.227 0.971 -4.113 -0.46
H 1.797 1.143 1.611 -0.14
H 2.018 1.397 -4.588 -0.07
H -1.157 -1.388 0.843 0.01
H -0.647 -1.819 2.509 0.08
H -2.214 0.624 2.545 0.06
H -2.357 -1.920 1.867 0.11
H 0.604 0.272 -4.734 -0.01
H 1.887 2.010 -2.044 -0.15
H 1.335 -1.010 1.422 -0.11
```

SMILES string = C/C=N\P.C=P
net charge = 0
orbital gap = 0.3338 Eh



Verdict on stability: P comes out on top.



## P
DFT (wB97M-V/def2-TZVPD) results for a 2-piece molecular cluster, C2H9N4 overall.

Structure (XYZ):
```
15
Properties=species:S:1:pos:R:3:lowdin_charge:R:1
N 1.021 -1.590 1.835 0.19
N 0.939 0.773 -0.839 0.00
N -1.075 1.978 -0.925 0.06
N -1.008 -1.241 0.834 0.17
C -0.037 1.386 -1.567 -0.32
C 0.219 -1.740 0.802 -0.19
H 1.710 0.570 -1.491 0.03
H 0.006 1.413 -2.671 0.13
H -1.581 2.686 -1.456 0.11
H -0.864 2.341 -0.007 0.10
H -1.572 -1.293 -0.011 0.14
H 0.642 -1.997 -0.194 0.17
H -1.151 -0.458 1.476 0.14
H 0.782 -0.901 2.522 0.14
H 1.968 -1.929 1.694 0.15
```

net charge = +1
orbital gap = 0.3308 Eh



## Q
DFT (wB97M-V/def2-TZVPD) results for a 2-piece molecular cluster, C2H9N4 overall.

Structure (XYZ):
```
15
Properties=species:S:1:pos:R:3:lowdin_charge:R:1
N -1.059 0.634 0.530 -0.09
N 2.069 0.595 0.131 0.12
N 1.342 -1.440 -0.265 0.12
N -1.676 -0.248 1.158 0.07
C 1.061 -0.235 0.207 -0.23
C -1.479 0.936 -0.782 -0.07
H -2.355 -0.979 0.700 0.19
H 2.949 0.344 -0.270 0.11
H 2.118 1.415 0.660 0.09
H 0.813 -2.243 -0.184 0.07
H -1.946 2.039 -0.665 0.18
H -0.674 1.221 -1.431 0.09
H -2.059 0.085 -1.047 0.07
H 2.180 -1.588 -0.810 0.11
H -1.284 -0.538 2.068 0.16
```

net charge = +1
orbital gap = 0.2998 Eh



## R
DFT (wB97M-V/def2-TZVPD) results for a 2-piece molecular cluster, C2H9N4 overall.

Structure (XYZ):
```
15
Properties=species:S:1:pos:R:3:lowdin_charge:R:1
N -0.569 -0.179 -0.092 0.06
N 1.741 -0.657 -1.286 0.12
N 2.421 0.509 0.631 0.15
N -1.672 -0.049 0.300 -0.25
C 2.643 -0.457 -0.334 -0.14
C -3.010 0.238 -0.269 -0.02
H 3.620 -0.816 -0.244 0.13
H 1.594 1.128 0.539 0.13
H 2.975 0.559 1.423 0.09
H -2.965 0.184 -1.305 0.06
H -3.456 1.172 0.117 0.11
H -1.907 0.014 1.477 0.21
H -3.505 -0.573 0.289 0.10
H 2.004 -1.302 -2.086 0.16
H 0.676 -0.317 -1.124 0.08
```

net charge = +1
orbital gap = 0.3426 Eh



Verdict on stability: P comes out on top.



## P
DFT (wB97M-V/def2-TZVPD) results for a 2-piece molecular cluster, C4H11N2S overall.

Structure (XYZ):
```
18
Properties=species:S:1:pos:R:3:lowdin_charge:R:1
S 3.355 -0.413 -0.363 0.78
N 2.898 1.319 -0.468 -0.28
N 0.734 0.964 0.819 0.16
C -1.624 -1.440 0.257 -0.03
C -1.586 0.120 0.202 -0.33
C -1.472 0.781 -1.236 0.00
C -0.315 0.498 0.710 -0.15
H 3.454 1.984 0.181 0.16
H -0.439 0.725 -1.485 0.06
H -2.454 -1.937 -0.234 0.09
H -2.463 0.516 0.705 0.15
H 1.786 1.468 -0.170 0.06
H -0.721 -1.790 -0.390 0.13
H 3.145 1.670 -1.361 0.07
H -1.567 -1.638 1.258 0.05
H 3.861 -0.401 -1.664 -0.08
H -2.146 0.277 -1.866 0.08
H -1.656 1.795 -1.139 0.07
```

net charge = +1
orbital gap = 0.3868 Eh



## Q
DFT (wB97M-V/def2-TZVPD) results for a 2-piece molecular cluster, C4H11N2S overall.

Structure (XYZ):
```
18
Properties=species:S:1:pos:R:3:lowdin_charge:R:1
S -2.694 -0.087 -1.018 1.01
N -0.709 0.007 0.850 0.14
N 1.483 -1.405 0.424 0.04
C 2.421 -1.008 -0.349 -0.21
C -3.763 0.655 0.249 -0.34
C -1.167 -0.309 -0.291 -0.48
C 2.937 0.410 -0.728 -0.03
H 2.890 0.572 -1.760 0.06
H 1.481 -2.430 0.556 0.09
H -4.791 0.829 -0.034 0.05
H 3.943 0.458 -0.421 0.07
H -0.605 -0.902 -0.947 0.06
H 2.437 1.110 -0.118 0.06
H 2.990 -1.795 -0.937 0.13
H -3.886 -0.120 1.027 0.06
H -1.425 0.358 1.472 0.12
H 0.251 -0.269 1.178 0.11
H -3.310 1.635 0.521 0.07
```

net charge = +1
orbital gap = 0.3731 Eh



## R
DFT (wB97M-V/def2-TZVPD) results for an isolated ion of composition C4H11N2S and charge +1.

Structure (XYZ):
```
18
Properties=species:S:1:pos:R:3:lowdin_charge:R:1
S -2.185 -0.250 0.271 0.78
N 0.047 1.531 2.191 0.22
N 0.212 2.129 -0.114 0.22
C 0.397 -2.334 -1.145 -0.08
C 0.079 1.301 0.882 -0.34
C -0.303 -0.244 0.388 -0.54
C 0.420 -0.730 -0.827 -0.30
H 1.085 -2.868 -0.526 0.04
H 0.198 -0.170 -1.795 0.11
H 0.306 3.062 0.207 0.13
H -0.583 -2.908 -1.069 0.09
H -0.112 -0.886 1.191 0.07
H 0.185 1.850 -1.139 0.18
H 0.884 -2.383 -2.216 0.11
H -2.522 -0.108 -1.006 -0.14
H -0.056 1.018 3.059 0.16
H 0.371 2.471 2.376 0.13
H 1.578 -0.481 -0.728 0.15
```

SMILES string = CC[C@H](S)C(N)=[NH2+]
net charge = +1
orbital gap = 0.3577 Eh



Verdict on stability: R comes out on top.